Entry 1:
The molecule C6H6O at a distorted geometry, computed with ωB97M-V with the def2-TZVPD basis set.

As for the HOMO-LUMO gap (spin up / spin down): 0.3036 / 0.3036 Ha. The largest force on an atom is 1.99 eV/Å. As for the molar mass: 94.11 Da. Its multiplicity is 1. As for the total energy: -307.2451 a.u. For the energy above the lowest of the compared OMol25 structures with the same formula, charge and spin, the calculation gives 573.3 kJ/mol.

Last column: Löwdin charge in e.
Atoms and positions in Å:
C (2.14696, 0.15172, 1.15443)  0.1258
C (1.52910, -0.54121, 0.34501)  -0.1329
C (0.55899, -0.54760, -0.66532)  -0.1934
C (0.28385, 0.74677, -0.20156)  -0.0303
C (-1.17642, 0.82493, 0.12886)  -0.1715
O (-1.62433, -0.49845, 0.15394)  -0.1124
C (-0.72421, -1.30217, -0.61263)  -0.1664
H (3.01238, 0.48111, 1.64967)  0.0248
H (0.84406, 1.64282, -0.44940)  0.1346
H (-1.53328, 1.31613, 1.03854)  0.1359
H (-1.56575, 1.38008, -0.74819)  0.1395
H (-1.04194, -1.36899, -1.65622)  0.1154
H (-0.70941, -2.28513, -0.13715)  0.1308

Forces on atoms 1 to 3 (eV/Å):
C 0.59 -0.99 0.68
C 0.71 0.97 0.39
C -0.19 0.23 0.25

---

Entry 2:
A structure of composition C30H24F5N6Ta, computed with ωB97M-V with the def2-TZVPD basis set.

As for the HOMO-LUMO gap: 0.2269 Ha. The largest force on an atom is 0.61 eV/Å. As for the molar mass: 744.50 Da. Its multiplicity is 1. As for the total energy: -2042.0449 a.u. Its net charge is +2. For the energy above the lowest of the compared OMol25 structures with the same formula, charge and spin, the calculation gives 49.7 kJ/mol.

Last column: Löwdin charge in e.
Atoms and positions in Å:
Ta (-0.46989, -0.20850, 0.43441)  1.7904
C (0.83345, 2.12962, -1.35251)  -0.0579
N (1.00368, 0.67143, -1.05787)  -0.1248
C (2.38711, 0.28285, -0.61538)  -0.0533
C (2.42677, -0.10058, 0.83777)  -0.2787
N (1.32481, -0.32559, 1.54181)  -0.0067
C (1.72999, -0.79161, 2.80507)  -0.1940
C (0.98735, -1.17979, 3.91465)  0.0032
C (1.70521, -1.59549, 5.01729)  -0.0341
C (3.10985, -1.61721, 5.02103)  -0.0349
C (3.84979, -1.22742, 3.92363)  0.0190
C (3.12116, -0.81740, 2.81500)  -0.1547
N (3.51835, -0.37405, 1.54976)  0.2142
C (-0.21341, 2.71151, -0.46065)  -0.3050
N (-0.72041, 2.03447, 0.55779)  0.0104
C (-1.63473, 2.91054, 1.17567)  -0.2045
C (-2.42977, 2.75556, 2.30844)  -0.0036
C (-3.22147, 3.82561, 2.67019)  -0.0383
C (-3.22943, 5.02296, 1.93625)  -0.0391
C (-2.43533, 5.19283, 0.82126)  0.0161
C (-1.64249, 4.10900, 0.46922)  -0.1585
N (-0.72555, 3.93666, -0.57082)  0.2125
H (0.56726, 2.25930, -2.40209)  0.1508
H (1.77833, 2.65169, -1.19586)  0.1396
H (0.82392, 0.16323, -1.92070)  0.1240
H (3.08153, 1.09868, -0.81589)  0.1390
H (2.71583, -0.57156, -1.21005)  0.1535
H (-0.09414, -1.16742, 3.92290)  0.1023
H (1.17494, -1.91286, 5.90426)  0.1234
H (3.62511, -1.94973, 5.91139)  0.1239
H (4.93067, -1.24424, 3.93304)  0.1281
H (4.47026, -0.28184, 1.22676)  0.1930
H (-2.43049, 1.84293, 2.88754)  0.1119
H (-3.85155, 3.74444, 3.54510)  0.1204
H (-3.86975, 5.83247, 2.25783)  0.1220
H (-2.43174, 6.11721, 0.26059)  0.1264
H (-0.49611, 4.61637, -1.27998)  0.1898
F (-2.26395, -1.41312, 3.03383)  0.0579
C (-3.09804, -0.84252, 2.13242)  -0.2355
C (-2.54714, -0.21466, 1.03747)  -0.1769
C (-3.43555, 0.34822, 0.14761)  -0.2444
F (-2.91731, 0.92999, -0.97467)  0.0450
C (-4.80522, 0.32192, 0.31135)  -0.1354
F (-5.61875, 0.87110, -0.57664)  0.1563
C (-5.31749, -0.30428, 1.44165)  -0.1165
F (-6.62067, -0.34256, 1.63719)  0.1723
C (-4.46030, -0.89441, 2.36366)  -0.1350
F (-4.95137, -1.49201, 3.43700)  0.1579
C (-0.35958, -4.08829, 1.47303)  -0.0332
C (-0.95380, -4.17587, 0.09589)  -0.2067
C (-1.42503, -5.38730, -0.39484)  -0.0261
C (-1.98193, -5.47680, -1.65986)  -0.0401
C (-2.07518, -4.35263, -2.46953)  -0.0269
C (-1.62530, -3.12147, -2.02182)  -0.2146
C (-1.70093, -1.90172, -2.89535)  -0.0384
C (-1.07780, -3.05241, -0.73192)  -0.2590
N (-0.66674, -1.81508, -0.24526)  -0.1394
H (0.07147, -5.04601, 1.75989)  0.0901
H (-1.12004, -3.83650, 2.21575)  0.0853
H (0.42843, -3.33516, 1.52987)  0.0530
H (-1.34647, -6.27223, 0.22391)  0.1230
H (-2.34262, -6.43024, -2.02121)  0.1181
H (-2.50406, -4.43338, -3.46008)  0.1210
H (-2.26980, -2.10760, -3.79946)  0.0898
H (-0.70006, -1.58240, -3.20671)  0.0757
H (-2.18733, -1.06201, -2.39084)  0.0568

Forces on atoms 1 to 3 (eV/Å):
Ta -0.35 0.24 0.44
C 0.05 0.04 -0.02
N 0.08 0.17 -0.27

---

Entry 3:
A cluster of 2 separate species, C3H9O2S in total at a distorted geometry, computed with ωB97M-V with the def2-TZVPD basis set.

As for the HOMO-LUMO gap: 0.2453 Ha. The largest force on an atom is 1.33 eV/Å. As for the molar mass: 109.17 Da. Its multiplicity is 1. As for the total energy: -668.3762 a.u. Its net charge is -1. For the energy above the lowest of the compared OMol25 structures with the same formula, charge and spin, the calculation gives 46.1 kJ/mol.

Last column: Löwdin charge in e.
Atoms and positions in Å:
C (0.74908, 1.53572, 0.57130)  -0.4836
O (-0.17622, 1.27975, 1.52009)  -0.3225
C (1.48996, 0.27135, 0.04097)  -0.2978
C (0.61727, -0.92282, -0.28289)  -0.5623
S (-0.29118, -0.79130, -1.86967)  0.6327
H (1.54021, 2.17287, 0.99416)  0.0790
H (0.34632, 1.98969, -0.36236)  0.0740
H (2.10102, 0.61083, -0.81922)  0.0878
H (2.23436, -0.06758, 0.75393)  0.0875
H (-0.07090, -1.02662, 0.53787)  0.0336
H (1.20671, -1.83292, -0.35880)  0.0460
H (0.19771, 0.40824, -2.20952)  -0.1748
H (-2.77569, -0.19866, 1.69222)  -0.0041
H (-1.24664, 0.19017, 1.84882)  -0.0318
O (-1.92966, -0.55072, 1.97920)  -0.1637

Forces on atoms 1 to 3 (eV/Å):
C -0.37 -1.24 0.31
O -0.20 0.09 0.14
C 0.71 0.55 -0.46

---

Entry 4:
A cluster of 2 separate species, C5H15NO in total at a distorted geometry, computed with ωB97M-V with the def2-TZVPD basis set.

As for the HOMO-LUMO gap: 0.3315 Ha. The largest force on an atom is 1.57 eV/Å. As for the molar mass: 105.18 Da. The SMILES is CCCN(C)C.O. Its multiplicity is 1. As for the total energy: -329.4586 a.u. For the energy above the lowest of the compared OMol25 structures with the same formula, charge and spin, the calculation gives 128.7 kJ/mol.

Last column: Löwdin charge in e.
Atoms and positions in Å:
C (-0.86577, -1.99497, 1.06543)  -0.1138
C (-0.10443, -1.47417, -0.15410)  -0.2255
C (1.15999, -0.67912, 0.24769)  -0.2529
N (0.98900, 0.74530, 0.21763)  -0.2830
C (2.01398, 1.50500, 0.91808)  -0.0995
C (0.69191, 1.28833, -1.08939)  -0.1071
H (-1.17849, -1.18424, 1.71517)  0.0738
H (-1.74718, -2.54407, 0.75259)  0.0603
H (-0.25723, -2.71243, 1.61413)  0.0689
H (-0.74765, -0.76867, -0.67875)  0.0856
H (0.25352, -2.29201, -0.75886)  0.0972
H (2.00977, -1.02696, -0.38310)  0.1157
H (1.51931, -0.95240, 1.24697)  0.1099
H (1.61722, 2.48394, 1.09133)  0.0733
H (2.91996, 1.62732, 0.28843)  0.0862
H (2.37605, 0.99697, 1.81016)  0.0796
H (1.18097, 2.24216, -1.23585)  0.0739
H (1.09626, 0.73576, -1.95927)  0.0943
H (-0.37601, 1.38469, -1.21378)  0.0675
O (-4.16409, 1.24656, -1.17576)  -0.0539
H (-4.96869, 0.73302, -1.12585)  0.0284
H (-3.41842, 0.64000, -1.19289)  0.0211

Forces on atoms 1 to 3 (eV/Å):
C 0.14 -0.29 -0.44
C 0.54 0.80 1.23
C 0.76 -0.66 -0.03

---

Entry 5:
The molecule C7H12N4OS2 at a distorted geometry, computed with ωB97M-V with the def2-TZVPD basis set.

As for the HOMO-LUMO gap: 0.3121 Ha. The largest force on an atom is 6.49 eV/Å. As for the molar mass: 232.33 Da. Its multiplicity is 1. As for the total energy: -1364.3974 a.u. For the energy above the lowest of the compared OMol25 structures with the same formula, charge and spin, the calculation gives 0.0 kJ/mol.

Last column: Löwdin charge in e.
Atoms and positions in Å:
C (-1.89565, -2.13175, -2.72757)  -0.2015
C (-1.44989, -0.74112, -1.21497)  -0.3235
C (1.29370, 0.71834, 0.66082)  -0.9934
C (3.24963, -1.40578, -0.26434)  -0.0936
C (-2.39907, 2.51196, 1.35110)  -0.1279
C (2.52211, -1.25744, 1.00031)  -0.2883
C (-0.82649, 2.49580, 1.27873)  -0.3547
N (-0.81671, -1.58854, -3.07302)  0.0045
N (-0.47711, -0.74881, -2.11604)  0.0039
N (-1.46721, 0.22888, 0.20584)  -0.3003
N (-2.38859, -1.61598, -1.53892)  0.1534
O (1.26703, -0.58818, 0.77403)  -0.1437
S (2.54607, 1.65535, 1.04989)  0.7542
S (-0.36515, 1.27497, 0.00577)  0.9379
H (-2.27589, -2.99346, -3.10656)  0.0848
H (4.33796, -1.68943, -0.13905)  0.1108
H (2.70623, -2.13033, -0.84163)  0.0750
H (3.20658, -0.47795, -0.86328)  0.0780
H (-2.76085, 2.64793, 0.37173)  0.0575
H (-2.71791, 1.58534, 1.82059)  0.0669
H (-2.71179, 3.15011, 2.06024)  0.0277
H (3.21605, -0.66133, 1.74249)  0.1151
H (2.30656, -2.17994, 1.39748)  0.0935
H (-0.41277, 2.29584, 2.29412)  0.1015
H (-0.50986, 3.45091, 0.94656)  0.0602
H (-3.17698, -1.80540, -1.07433)  0.1020

Forces on atoms 1 to 3 (eV/Å):
C -2.08 -0.12 1.53
C 2.04 3.78 3.48
C -0.26 -0.44 0.85

---

Entry 6:
A structure of composition C3H4O4Tl at a distorted geometry, computed with ωB97M-V with the def2-TZVPD basis set.

As for the HOMO-LUMO gap (spin up / spin down): 0.2557 / 0.2280 Ha. The largest force on an atom is 7.81 eV/Å. As for the molar mass: 308.44 Da. Its multiplicity is 2. As for the total energy: -589.1754 a.u. Its net charge is +2. Its expectation value of S² is 0.77. For the energy above the lowest of the compared OMol25 structures with the same formula, charge and spin, the calculation gives 463.0 kJ/mol.

Last column: Löwdin charge in e.
Atoms and positions in Å:
O (-1.86382, 0.68205, -0.33937)  0.1242
C (-1.62256, -0.12202, -1.37479)  -0.4654
C (-0.88101, 0.55277, 0.69382)  -0.0298
O (-1.47162, 0.29599, -2.49390)  0.2818
O (-0.81865, -1.13167, -0.92861)  0.1471
C (-0.03233, -0.58634, 0.21304)  0.0609
H (-1.39149, 0.28718, 1.63184)  0.2114
H (-0.35035, 1.50891, 0.79600)  0.1828
H (0.46937, -1.40581, 0.73721)  0.1684
O (2.79012, 0.21886, 0.74950)  -0.2544
H (3.10436, -0.54531, 1.23415)  0.0767
Tl (2.06799, 0.24540, -0.91888)  1.4964

Forces on atoms 1 to 3 (eV/Å):
O -0.87 0.58 1.51
C 2.65 4.61 -2.67
C -0.12 -0.15 -1.71